Entry 1:
# C13H25FO7

3 unconnected molecules or ions with the total composition C13H25FO7 (ωB97M-V/def2-TZVPD, the Open Molecules 2025 dataset).

Atoms and positions in Å:
C: 6.92153 0.16939 -2.83904
C: 5.94566 -0.58278 -3.74941
C: 4.94149 0.31140 -4.45123
F: 5.51225 0.83156 -5.57750
O: 4.59849 1.46369 -3.69627
C: 3.88183 1.31058 -2.56699
O: 4.01235 2.03484 -1.63265
O: 2.95303 0.33049 -2.65989
C: 3.02399 -0.70869 -1.66785
H: 7.13346 1.15653 -3.25215
H: 6.50689 0.32625 -1.84208
H: 7.86055 -0.37641 -2.75702
H: 6.51050 -1.06225 -4.55357
H: 5.43223 -1.38844 -3.22143
H: 4.03737 -0.21321 -4.76202
H: 3.43805 -1.61403 -2.11391
H: 2.02003 -0.92299 -1.31453
H: 3.64220 -0.40384 -0.82444
C: -1.50425 0.36078 2.38386
C: -0.42046 -0.31274 3.19419
O: 0.33959 -1.25550 2.42124
C: 1.37907 -0.89694 1.64727
C: 1.67064 0.56694 1.41006
O: 2.02484 -1.76774 1.12223
H: -1.08610 0.95401 1.56949
H: -2.10181 1.01541 3.01565
H: -2.16463 -0.38815 1.94628
H: 0.24334 0.40751 3.67356
H: -0.86003 -0.91554 3.98714
H: 1.19930 0.86634 0.47322
H: 2.74506 0.68866 1.29999
H: 1.32314 1.22950 2.19662
C: -7.88986 0.32305 0.66012
C: -6.41006 0.11266 0.42171
O: -5.60235 0.83136 1.36245
C: -5.29858 0.35122 2.58543
C: -5.97175 -0.90342 3.09022
O: -4.52237 0.96932 3.26263
H: -8.20133 -0.06331 1.63078
H: -8.46941 -0.18487 -0.11129
H: -8.12639 1.38636 0.62977
H: -6.14030 -0.94402 0.41461
H: -6.12114 0.52197 -0.54481
H: -6.82710 -0.60697 3.69761
H: -5.26528 -1.42731 3.72862
H: -6.31368 -1.58068 2.31334

- multiplicity = 1
- SMILES = CC[C@H](F)OC(=O)OC.CCOC(C)=O.CCOC(C)=O
- orbital gap (eV) = 10.8
- HOMO (eV) = -10.260
- charge = 0
- lowest unoccupied orbital energy (eV) = 0.6
- strongest force on any atom (Eh/bohr) = 0.01340
- E (eV) = -30936.3167



Entry 2:
# C13H25N2O6PS

2 unconnected molecules or ions with the total composition C13H25N2O6PS at a distorted geometry (ωB97M-V/def2-TZVPD, the Open Molecules 2025 dataset).

Atoms and positions in Å:
O: 0.30731 0.41897 0.01854
P: -0.91596 -0.54246 0.36719
O: -1.21735 -0.60352 2.11701
O: -2.36719 0.09782 -0.35496
C: -0.55891 -2.38950 -0.13734
C: 1.06697 -2.57799 -0.48026
C: 1.41778 -3.99855 -1.21790
C: 1.58349 -5.28534 -0.21783
O: 1.38176 -5.00103 1.21098
S: 2.60730 -3.85972 1.61049
O: 3.99418 -4.17840 1.00295
O: 2.78968 -3.65072 3.14137
C: 2.03455 -2.22334 0.81424
H: -1.96788 -1.29218 2.18328
H: -2.50826 1.05265 -0.03651
H: -1.12119 -2.59798 -1.16566
H: -0.94958 -3.15046 0.66144
H: 1.29523 -1.72426 -1.28297
H: 2.35617 -3.83753 -1.93799
H: 0.51099 -4.24871 -1.94960
H: 0.74170 -6.07744 -0.51694
H: 2.61079 -5.84939 -0.44608
H: 2.92238 -1.51996 0.52047
H: 1.39828 -1.68842 1.66714
C: 3.70786 3.65812 1.96282
C: 3.10186 2.99400 3.19509
C: 2.96083 1.47797 3.04528
C: 2.04796 1.16061 1.87223
N: 1.29060 0.89732 0.89896
H: 3.07457 3.52595 1.07979
H: 3.81590 4.73507 2.12606
H: 4.69876 3.24520 1.74184
H: 2.11987 3.44129 3.39216
H: 3.73441 3.21081 4.06290
H: 2.53558 1.04822 3.95838
H: 3.93933 1.01536 2.87616
C: -5.06363 1.62162 -3.36596
C: -5.15887 3.14254 -3.43306
C: -3.86602 3.83922 -3.00426
C: -3.53940 3.47504 -1.56524
N: -3.26842 3.17286 -0.37133
H: -4.88813 1.27232 -2.34349
H: -5.99876 1.16693 -3.70790
H: -4.25134 1.25090 -4.00155
H: -5.98876 3.47425 -2.79710
H: -5.40167 3.43845 -4.45956
H: -3.98068 4.92546 -3.08313
H: -3.03410 3.53792 -3.65018

- multiplicity = 1
- ΔE to the lowest compared entry with this formula, charge and spin (kJ/mol) = 821.6
- orbital gap (eV) = 5.1
- HOMO (eV) = -4.699
- charge = 0
- lowest unoccupied orbital energy (eV) = 0.4
- strongest force on any atom (Eh/bohr) = 0.38423
- E (eV) = -49263.8656